Entry from the Open Molecules 2025 dataset: a single C3H5NO2 molecule in a non-equilibrium geometry (wB97M-V/def2-TZVPD).

Values from the calculation:
largest force on an atom	2.9	eV/Å
LUMO level	0.59	eV
HOMO-LUMO gap	10.4	eV
E_tot	-8775.6930	eV
ΔE to the lowest compared entry with this formula, charge and spin	46.16	kcal per mole
SMILES	O=C1NC[C@@H]1O
HOMO level	-0.360	hartree

Each line ends with the natural charge from an NBO analysis.
Positions of all 11 atoms, in Å:
H  0.355  -1.877  -0.092  0.194
O  1.368  1.915  0.099  -0.548
H  0.033  0.013  1.600  0.183
N  0.994  -0.112  -0.997  -0.648
O  -1.680  0.734  0.837  -0.681
C  -0.120  -0.936  -0.460  -0.244
C  0.744  0.939  -0.116  0.658
H  1.329  -0.277  -1.952  0.412
H  -0.786  -1.114  -1.243  0.199
H  -1.833  0.540  1.764  0.479
C  -0.403  0.177  0.560  -0.004